# 1
120
Properties=species:S:1:pos:R:3:lowdin_charge:R:1 method="wB97M-V/def2-TZVPD" charge=-1 gap_ev=7.5174
Li 3.8982 -0.5049 2.5988 0.741
C 0.1801 0.6444 -1.0611 -0.016
C 1.0984 0.0283 -0.2607 -0.323
C 0.9898 0.0549 1.2779 -0.308
O 1.7401 -0.5619 2.1560 -0.161
C -0.0948 0.5696 1.8795 -0.035
C -1.1481 1.1392 1.0758 -0.278
C -0.9320 1.4512 -0.4999 -0.218
O -1.6070 2.1912 -1.2506 -0.058
O -2.2273 1.3964 1.6126 -0.010
O 2.1303 -0.3507 -0.9352 -0.097
H 0.3078 0.6503 -2.1335 0.092
H -0.2194 0.6762 2.9470 0.103
O 1.5631 2.0935 5.2989 -0.056
H 0.8791 2.2245 4.6422 0.020
H 2.1210 2.8675 5.2221 0.030
O -4.6999 2.3607 2.3749 -0.056
H -3.8751 1.8904 2.2537 -0.017
H -5.2285 1.7807 2.9231 0.036
O -3.9727 3.3295 0.0050 -0.068
H -3.2074 2.7871 -0.1856 -0.017
H -4.5154 2.7864 0.5766 -0.002
O 0.5848 -1.5843 -3.2645 -0.053
H 1.0593 -1.1794 -3.9905 0.078
H 0.9029 -1.1279 -2.4856 -0.004
O 0.0616 4.4593 -1.2618 -0.044
H 0.3251 4.2602 -2.1602 0.014
H -0.5571 3.7656 -1.0337 -0.020
C -1.0378 -1.2213 5.5194 -0.833
O -1.3616 -1.6613 6.5973 0.041
N 0.1336 -0.8736 5.1272 0.189
N -1.8609 -1.0574 4.5541 0.173
H 0.8533 -1.1776 5.7673 0.127
H 0.3267 -0.5580 4.1874 0.062
H -1.3804 -1.3362 3.7106 0.074
H -2.7574 -1.4345 4.8265 0.115
C 3.2988 -3.8819 -0.8438 -0.756
O 3.9781 -4.8803 -0.6024 0.000
N 2.7167 -3.6280 -1.9604 0.164
N 2.9295 -2.9340 0.0080 0.181
H 2.5905 -4.4518 -2.5310 0.119
H 2.1350 -2.8039 -2.0124 0.074
H 3.3277 -2.6152 0.8797 0.053
H 2.5122 -2.1115 -0.4036 0.040
C 3.5554 3.4905 -2.7424 -0.810
O 4.3723 4.4220 -2.8343 -0.014
N 3.1750 3.0654 -1.5727 0.186
N 3.2816 2.7503 -3.7146 0.190
H 3.4641 3.6070 -0.7707 0.127
H 2.4125 2.4076 -1.4946 0.084
H 2.8349 1.8703 -3.4998 0.109
H 3.4591 2.9047 -4.6968 0.133
C -1.4288 5.2951 2.4431 -0.740
O -0.3727 5.1725 2.9991 0.029
N -2.0243 4.2569 1.7905 0.168
N -2.0576 6.4136 2.1767 0.157
H -2.6269 4.3366 0.9839 0.066
H -1.5566 3.3719 1.9255 0.070
H -1.7431 7.3115 2.5158 0.109
H -2.8770 6.4382 1.5868 0.111
C -1.7427 -3.5091 1.6519 -0.789
O -1.4229 -3.6280 2.8077 0.013
N -2.1842 -4.5360 1.0087 0.185
N -1.5151 -2.4220 0.9435 0.212
H -2.4804 -4.4625 0.0459 0.052
H -2.1629 -5.4595 1.4172 0.121
H -1.1752 -1.6296 1.4695 0.076
H -1.7273 -2.3815 -0.0431 0.058
C -5.5134 -0.7962 1.3924 -0.761
O -5.5084 -0.3480 0.2835 0.051
N -4.4133 -0.7451 2.1948 0.155
N -6.5213 -1.2912 2.0599 0.165
H -3.5787 -0.4744 1.6945 0.073
H -4.3036 -1.2636 3.0546 0.092
H -7.4557 -1.3076 1.6771 0.120
H -6.3155 -1.3311 3.0479 0.107
C -0.2401 2.3735 -5.8983 -0.818
O 0.7911 2.6361 -6.5105 -0.008
N -1.3451 2.1111 -6.5075 0.175
N -0.2839 2.2165 -4.6288 0.188
H -2.1979 1.9041 -6.0075 0.069
H -1.3371 2.1752 -7.5154 0.121
H -1.2269 2.3418 -4.2893 0.076
H 0.4876 2.6250 -4.1209 0.094
C 3.0850 -3.6297 3.3341 -0.707
O 3.9769 -2.9278 2.7706 -0.062
N 1.9957 -3.1295 3.7914 0.189
N 3.0834 -4.9231 3.5598 0.180
H 1.3066 -3.6964 4.2643 0.122
H 1.8018 -2.1965 3.4567 0.069
H 3.7843 -5.5145 3.1364 0.125
H 2.2345 -5.3384 3.9161 0.114
C -3.8147 1.5892 -3.9874 -0.703
O -3.2762 2.5991 -4.5243 -0.030
N -3.5830 1.3421 -2.7202 0.195
N -4.7803 0.8565 -4.4599 0.173
H -4.2005 0.6543 -2.3131 0.107
H -2.6940 1.6504 -2.3531 0.049
H -5.1870 0.0872 -3.9473 0.119
H -4.9610 1.0882 -5.4263 0.120
C -1.8999 -3.5842 -2.3143 -0.731
O -2.6090 -4.4420 -1.7985 0.009
N -1.1509 -3.9170 -3.3087 0.182
N -1.8720 -2.2803 -2.0357 0.169
H -0.8344 -4.8748 -3.3594 0.126
H -0.4910 -3.2552 -3.6914 0.080
H -1.1547 -1.7743 -2.5353 0.068
H -2.7180 -1.8342 -1.7113 0.123
C 6.6741 -1.3795 -0.4434 -0.053
C 6.1542 -0.3641 0.5528 -0.453
C 6.0574 0.8481 -0.2550 -0.084
O 4.8179 -0.6815 0.9454 -0.148
H 7.7526 -1.2314 -0.4975 0.083
H 6.3399 -1.3406 -1.4802 0.092
H 6.5996 -2.4275 -0.1530 0.087
H 6.6664 -0.3636 1.5149 0.152
H 5.4104 0.7233 -1.1233 0.094
H 6.9362 1.2694 -0.7429 0.094
H 5.8089 1.7384 0.3227 0.087
H 4.2849 -0.7231 0.1481 0.062

=====

# 2
11
Properties=species:S:1:pos:R:3:lowdin_charge:R:1 method="wB97M-V/def2-TZVPD" de_lowest_kj_mol=445.9 gap_ev=10.9873 smiles="C=C(C)N(F)F"
C 0.1655 1.2090 0.8706 0.056
C -0.0794 0.2896 0.0022 -0.258
C -1.1909 -0.6135 -0.3405 -0.039
N 1.2405 -0.3138 -0.8306 -0.038
F 1.3664 -1.6756 -0.5282 -0.054
F 2.3809 0.2159 -0.2984 -0.041
H 1.1214 1.6836 0.8803 0.066
H -0.7542 1.6603 1.2001 0.080
H -1.7210 -0.0790 -1.0754 0.081
H -1.6527 -0.8035 0.6324 0.103
H -0.8765 -1.5730 -0.5126 0.044

=====

# 3
102
Properties=species:S:1:pos:R:3:lowdin_charge:R:1 method="wB97M-V/def2-TZVPD" charge=+1 gap_ev="6.3719 / 6.3489"
Ni 1.2675 1.0811 -1.1457 0.133
C -1.6487 2.0540 2.4554 -0.006
C -1.9049 2.6229 1.0893 -0.252
N -2.9339 3.4243 0.9158 0.142
C -3.1809 3.9575 -0.3070 -0.072
C -2.3659 3.7705 -1.3916 -0.142
C -2.6251 4.4151 -2.7318 -0.209
O -3.5093 5.5125 -2.6766 -0.042
C -1.2400 2.9534 -1.1877 -0.131
C -0.1460 2.7062 -2.1070 -0.078
N 1.0824 2.9952 -1.7926 0.031
C 1.3720 3.9813 -0.7930 -0.290
C 0.9347 5.2832 -1.0324 -0.005
C 1.3254 6.3298 -0.2176 -0.052
C 2.1717 6.1025 0.8587 -0.067
C 2.6043 4.8152 1.1257 -0.140
C 2.2015 3.7681 0.3068 -0.541
I 2.8162 1.8477 0.8736 1.299
C -1.0299 2.3045 0.0181 -0.293
O -0.0924 1.3656 0.1708 -0.291
H -2.5614 2.0983 3.0461 0.084
H -1.2806 1.0303 2.3976 0.030
H -0.8779 2.6377 2.9674 0.092
H -4.0666 4.5726 -0.3912 0.121
H -1.6719 4.7009 -3.1980 0.115
H -3.0979 3.6938 -3.4016 0.136
H -3.1538 6.1669 -2.0651 0.096
H -0.3055 2.2467 -3.0845 0.138
H 0.2987 5.4640 -1.8909 0.118
H 0.9743 7.3308 -0.4306 0.114
H 2.4943 6.9199 1.4891 0.114
H 3.2411 4.6208 1.9787 0.097
C -2.0248 -5.0287 0.8896 -0.079
C -1.3999 -5.0686 -0.5037 -0.219
C -0.5932 -3.8209 -0.8289 -0.200
N -1.5063 -2.6774 -0.9246 0.044
C -1.1747 -1.4464 -1.2227 -0.680
S 0.4559 -1.1073 -1.6542 0.834
N -2.1173 -0.4652 -1.2469 0.156
C -3.4805 -0.4308 -0.8523 -0.360
O -4.0032 0.6445 -0.7606 0.159
C -4.2197 -1.7034 -0.5940 -0.183
C -4.4473 -2.6133 -1.6222 -0.045
C -5.1932 -3.7563 -1.3729 -0.059
C -5.6979 -3.9897 -0.0987 -0.062
C -5.4725 -3.0755 0.9225 -0.060
C -4.7410 -1.9233 0.6749 -0.010
H -2.5675 -5.9497 1.1013 0.082
H -2.7342 -4.2042 1.0054 0.058
H -1.2545 -4.9095 1.6554 0.066
H -2.1773 -5.2018 -1.2627 0.110
H -0.7319 -5.9261 -0.5891 0.116
H -0.0518 -3.9258 -1.7677 0.112
H 0.1348 -3.6091 -0.0429 0.085
H -2.4732 -2.8580 -0.6860 0.096
H -1.7526 0.4685 -1.3926 0.107
H -4.0493 -2.4250 -2.6131 0.131
H -5.3865 -4.4587 -2.1729 0.113
H -6.2772 -4.8829 0.0952 0.113
H -5.8770 -3.2527 1.9104 0.115
H -4.5757 -1.1922 1.4571 0.130
C 2.4354 -3.5228 4.8749 -0.218
Ge 1.0371 -2.1761 5.0094 0.729
C 1.8025 -0.3941 5.0729 -0.220
C -0.0676 -2.5265 6.5679 -0.221
C -0.1465 -2.3018 3.4506 -0.597
Se 0.4027 -1.2855 1.8764 0.848
C 2.0669 -2.2550 1.5590 -0.396
H 2.8176 -3.7559 5.8703 0.023
H 3.2700 -3.1720 4.2666 0.011
H 2.0476 -4.4446 4.4380 0.022
H 2.5953 -0.3479 5.8220 0.026
H 1.0394 0.3419 5.3318 0.026
H 2.2183 -0.1268 4.1003 -0.014
H 0.5287 -2.5156 7.4817 0.024
H -0.5394 -3.5066 6.4811 0.023
H -0.8482 -1.7697 6.6588 0.022
H -1.1225 -1.8959 3.7255 0.013
H -0.2973 -3.3447 3.1649 -0.002
H 1.9011 -3.3304 1.6135 0.028
H 2.8263 -1.9736 2.2867 0.010
H 2.4073 -1.9946 0.5569 -0.011
C 3.7497 1.9607 -2.5245 -0.157
C 4.8420 1.6623 -3.5885 -0.131
N 4.5839 0.3938 -4.2651 -0.155
C 3.2685 0.4514 -4.8923 -0.135
C 2.1655 0.7058 -3.8310 -0.145
N 2.7805 0.8260 -2.4700 -0.231
C 3.5491 -0.4210 -2.1653 -0.163
C 4.5997 -0.6804 -3.2783 -0.134
H 3.1850 2.8568 -2.7593 0.106
H 4.1848 2.0833 -1.5380 0.050
H 5.8253 1.6083 -3.1221 0.123
H 4.8722 2.4539 -4.3363 0.124
H 3.0886 -0.4885 -5.4135 0.123
H 3.2782 1.2472 -5.6363 0.124
H 1.4365 -0.0977 -3.8045 0.061
H 1.6428 1.6433 -4.0201 0.107
H 2.8540 -1.2510 -2.0808 0.046
H 4.0228 -0.2741 -1.1948 0.096
H 4.3940 -1.6210 -3.7885 0.124
H 5.6000 -0.7447 -2.8514 0.124

=====

# 4
21
Properties=species:S:1:pos:R:3:lowdin_charge:R:1 method="wB97M-V/def2-TZVPD" de_lowest_kj_mol=258.2 charge=+1 gap_ev=6.8587
C 1.9027 -1.2788 -0.1603 -0.087
C 0.0521 0.1207 -1.0006 -0.156
C 2.2639 0.9457 -0.3458 -0.303
C -1.0877 -0.1425 0.0135 -0.823
C -0.7167 0.2785 1.4290 -0.103
C -2.3305 0.5870 -0.4810 -0.105
N 1.3946 -0.0689 -0.4907 -0.128
N 3.1242 -1.1592 0.2246 -0.178
S -1.4313 -1.9782 0.0053 0.792
S 3.7735 0.4903 0.2023 1.172
H -0.0860 -0.5566 -1.8484 0.135
H -0.0252 1.1499 -1.3567 0.136
H -2.7199 -1.8777 0.3242 -0.124
H 2.0107 1.9641 -0.5801 0.121
H -1.5705 0.1399 2.0858 0.093
H -0.4295 1.3278 1.4654 0.088
H 0.0963 -0.3325 1.8168 0.069
H -3.1692 0.4085 0.1875 0.087
H -2.6116 0.2525 -1.4773 0.092
H -2.1570 1.6612 -0.5110 0.091
H 3.7170 -1.9316 0.4974 0.130

=====

# 5
58
Properties=species:S:1:pos:R:3:lowdin_charge:R:1 method="wB97M-V/def2-TZVPD" de_lowest_kj_mol=184.5 gap_ev=5.9021
Pb -0.7895 -0.0691 0.3132 1.368
O 2.7021 -4.0419 5.2561 0.007
C 1.9959 -3.2553 4.7111 -0.983
S 2.5524 -1.6265 4.2384 1.017
C 1.0982 -1.0682 3.4847 -1.152
C -0.0835 -2.0371 3.5833 -1.170
S -1.5846 -1.6906 3.1227 0.714
S 0.3101 -3.5876 4.2646 1.011
S 1.0418 0.3661 2.7499 0.738
O -0.0977 1.9810 0.2384 -0.472
C 0.0962 2.9715 -0.7231 -0.599
C 1.5719 3.0237 -1.1094 -0.455
C 2.5265 2.1114 -0.7706 -0.111
C 3.8166 2.4464 -1.2658 -0.166
C 3.8146 3.6136 -1.9637 -0.409
S 2.2551 4.3096 -2.0216 1.069
C -0.2864 4.3124 -0.1356 -0.509
C -0.8009 5.4178 -0.7450 -0.143
C -0.9205 6.5267 0.1372 -0.177
C -0.4917 6.2278 1.3935 -0.413
S 0.0464 4.6115 1.5186 1.079
C -0.7959 2.5812 -1.9333 -0.466
C -0.3132 1.8015 -3.9474 -0.086
C -1.6748 1.6733 -4.6505 -0.108
C -3.0748 2.3230 -3.0963 -0.396
S -2.5351 2.5675 -1.4165 1.068
H 2.3160 1.2301 -0.1824 0.096
H 4.7018 1.8501 -1.1032 0.104
H 4.6483 4.1022 -2.4409 0.063
H -1.0960 5.4419 -1.7837 0.106
H -1.3163 7.4901 -0.1478 0.100
H -0.4884 6.8711 2.2583 0.063
H 0.5738 1.6378 -4.5509 0.153
H -1.6496 1.4430 -5.7125 0.146
H -4.1281 2.5792 -3.1825 0.116
N -4.3390 1.1103 -5.6222 0.193
C -3.9551 0.4020 -4.5280 -0.483
O -4.5916 -0.5460 -4.1148 0.077
C -2.7296 0.9231 -3.7969 -0.241
C -2.1002 3.0471 -4.0558 -0.154
C -0.7190 3.1916 -3.3682 -0.135
C -0.3014 1.2200 -2.5326 -0.253
N -1.1124 0.0746 -2.2086 -0.004
C -2.2153 -0.0792 -2.8179 -0.044
H -5.1497 0.7928 -6.1252 0.119
H -3.7657 1.8301 -6.0222 0.097
H -2.4827 3.8797 -4.6409 0.145
H -0.1491 4.1001 -3.5297 0.117
H 0.7160 1.0215 -2.2013 0.138
H -2.8570 -0.9170 -2.5601 0.143
F 2.9947 -3.9162 -0.3678 0.148
C 1.7939 -3.8376 0.1991 -0.659
F 1.9602 -3.4167 1.4669 0.096
F 1.2575 -5.0535 0.2386 0.148
S 0.7027 -2.6745 -0.7251 0.448
O -0.6194 -2.9176 -0.1773 -0.379
O 0.9081 -2.9610 -2.1090 -0.258
O 1.2127 -1.3593 -0.2646 -0.466

=====

# 6
44
Properties=species:S:1:pos:R:3:lowdin_charge:R:1 method="wB97M-V/def2-TZVPD" charge=-1 gap_ev=4.3386
N -3.0716 3.5261 0.0580 -0.006
C -2.6073 2.5583 -0.9588 -0.234
C -3.5426 2.4328 -2.1375 -0.394
O -4.8255 1.9413 -1.6927 -0.050
C -2.9277 1.5761 -3.2435 -0.091
C -2.1219 2.5114 -4.1765 -0.757
O -0.9360 2.7258 -3.8408 -0.081
O -2.7705 3.0062 -5.1205 -0.079
H -2.4280 4.3006 0.1163 0.046
H -3.9750 3.8946 -0.2037 0.044
H -1.6651 2.8975 -1.3861 0.110
H -2.4656 1.5845 -0.4896 0.105
H -3.6851 3.4305 -2.5636 0.144
H -5.4895 2.4765 -2.1302 0.077
H -2.2789 0.8125 -2.8094 0.100
H -3.7255 1.0940 -3.8027 0.104
C 1.3122 0.3229 -2.5164 0.091
C 1.8430 -0.4436 -3.4801 -0.231
C 2.1282 -1.9099 -3.2770 -0.317
O 2.6053 -2.5282 -4.2135 0.087
C 1.8334 -2.5065 -1.9865 0.065
C 1.3042 -1.7404 -1.0251 -0.232
C 1.0002 -0.2774 -1.2373 -0.299
O 0.5035 0.2985 -0.2866 0.104
O 1.0012 -2.1694 0.1927 0.092
O 2.1633 0.0070 -4.6847 0.122
H 1.0784 1.3715 -2.6632 0.132
H 2.0547 -3.5551 -1.8459 0.128
H 0.6495 -1.3795 0.6627 0.086
H 2.5065 -0.7601 -5.1785 0.113
C 1.3306 -2.5434 3.5762 0.080
C 1.3292 -1.2020 3.5689 -0.219
C 1.9054 -0.3939 4.7050 -0.309
O 1.8749 0.8166 4.6013 0.116
C 2.4576 -1.1000 5.8480 0.072
C 2.4547 -2.4383 5.8540 -0.240
C 1.8978 -3.2452 4.7089 -0.313
O 1.9589 -4.4577 4.8102 0.101
O 2.9353 -3.1723 6.8492 0.109
O 0.8339 -0.4766 2.5786 0.108
H 0.9273 -3.1329 2.7646 0.131
H 2.8569 -0.5133 6.6630 0.133
H 2.8056 -4.1024 6.5783 0.116
H 0.9642 0.4628 2.8145 0.134

=====

# 7
74
Properties=species:S:1:pos:R:3:lowdin_spin:R:1 method="wB97M-V/def2-TZVPD" s2=8.789 charge=+1 multiplicity=6 gap_ev="6.6707 / 5.4746"
Ru -0.9630 -0.7519 0.2291 2.311
C 2.0722 -5.6577 1.6172 0.001
C 0.5843 -5.6486 1.8818 0.003
O -0.0709 -4.8507 0.8568 0.005
P -1.0083 -3.6450 1.2024 0.020
S -1.6827 -2.9286 -0.5587 0.110
S -0.1172 -2.1735 2.2454 0.174
O -2.1383 -4.3337 2.0671 0.005
C -3.2658 -3.6006 2.6045 0.001
C -4.5326 -4.0383 1.9018 0.002
H 2.5783 -6.2197 2.4019 0.000
H 2.4660 -4.6415 1.6085 0.000
H 2.2767 -6.1285 0.6566 0.000
H 0.3515 -5.2406 2.8664 0.002
H 0.1627 -6.6487 1.8043 0.000
H -3.0971 -2.5285 2.4823 0.000
H -3.2950 -3.8323 3.6672 0.000
H -4.4420 -3.8781 0.8272 0.002
H -5.3806 -3.4653 2.2770 0.000
H -4.7178 -5.0967 2.0803 0.000
C -1.9167 2.6311 1.3151 0.011
P -0.5547 1.4630 1.0131 0.042
C 0.3527 2.3409 -0.2988 0.141
N 0.4335 3.6564 -0.2840 0.442
C 1.1466 4.3520 -1.1936 0.111
C 1.2264 5.7404 -1.2198 0.074
C 1.9726 6.3977 -2.1858 0.059
C 2.6629 5.6772 -3.1491 0.070
C 2.6128 4.2917 -3.1580 0.069
C 1.8792 3.5966 -2.2031 0.121
N 1.7669 2.2549 -2.1649 0.568
C 0.9877 1.6095 -1.3175 0.183
P 0.7812 -0.2016 -1.4055 0.133
C 2.5163 -0.7635 -1.4407 0.036
C 0.1298 -0.5311 -3.1485 0.019
C 0.2552 -2.0374 -3.4068 0.003
C -1.3384 -0.0832 -3.1526 0.022
C 0.8892 0.2100 -4.2466 0.014
C 0.5544 1.6497 2.5177 0.002
C 0.9159 3.1052 2.8097 0.004
C 1.8412 0.8670 2.2317 0.007
C -0.2175 1.0608 3.7048 0.001
H -1.4759 3.5943 1.5579 0.001
H -2.5531 2.2845 2.1274 0.001
H -2.5142 2.7316 0.4103 0.000
H 0.6972 6.2961 -0.4579 0.005
H 2.0150 7.4779 -2.1802 0.002
H 3.2424 6.1917 -3.9030 0.003
H 3.1342 3.7223 -3.9155 0.004
H 3.0493 -0.2167 -2.2168 0.005
H 2.5524 -1.8342 -1.6369 0.001
H 2.9764 -0.5657 -0.4733 0.000
H -0.0901 -2.6341 -2.5652 0.001
H 1.2870 -2.3121 -3.6289 0.000
H -0.3515 -2.3064 -4.2736 0.001
H -1.8994 -0.5474 -2.3372 0.012
H -1.8167 -0.3761 -4.0889 0.001
H -1.4192 1.0021 -3.0562 0.002
H 1.9290 -0.1132 -4.3119 0.000
H 0.8673 1.2878 -4.1052 0.005
H 0.4138 -0.0140 -5.2046 0.003
H 1.3723 3.5983 1.9524 0.003
H 1.6410 3.1186 3.6265 0.001
H 0.0499 3.6853 3.1289 0.000
H 2.4129 1.3503 1.4359 0.002
H 1.6345 -0.1637 1.9441 0.003
H 2.4632 0.8438 3.1284 0.000
H -1.0461 1.7069 3.9983 0.000
H 0.4508 0.9641 4.5627 0.000
H -0.6129 0.0711 3.4773 0.000
C -3.0097 -0.2717 0.6322 0.126
H -3.2581 0.5910 0.0118 0.018
H -3.1819 -0.0331 1.6821 0.019
H -3.6377 -1.1084 0.3430 0.015

=====

# 8
18
Properties=species:S:1:pos:R:3:lowdin_charge:R:1 method="wB97M-V/def2-TZVPD" de_lowest_kj_mol=465.5 gap_ev=8.2787
C 1.0755 -1.8544 1.9254 -0.179
C 1.1210 -1.8018 0.4303 -0.101
C -0.0205 -0.8273 1.9547 -0.110
C -0.3540 2.3315 -2.3797 -0.656
N -0.7511 -0.3474 -0.4230 0.146
N -2.0120 1.8170 -0.6924 -0.055
N -0.0473 -0.7730 0.4312 -0.265
O -2.7608 1.4762 -1.5260 0.026
O -0.8428 2.5431 -1.1135 -0.226
Cl 1.2583 1.5660 -2.2379 0.549
H 0.8323 -2.6765 2.5085 0.081
H 2.0394 -1.5160 2.3367 0.114
H 1.9398 -1.3362 -0.0670 0.089
H 0.7343 -2.7540 -0.1716 0.155
H -0.9294 -1.1365 2.3794 0.090
H 0.2059 0.2020 2.4043 0.141
H -1.1475 1.7073 -2.8592 0.077
H -0.3412 3.3799 -2.9002 0.124

=====

For each record above, in turn, the calculated molecular weight values are 895.75 93.08 986.09 175.30 936.11 398.30 635.72 165.58 g mol⁻¹.
For each record above, in turn, the calculated DFT total energy values are -3367.8548 -371.5985 -8639.5747 -1140.7933 -5124.3493 -1501.7569 -3076.1228 -931.9148 Ha.